Below is a cluster of 7 separate species, C26H61FNO22S7 in total in a non-equilibrium geometry, with properties calculated with ωB97M-V/def2-TZVPD.

Properties
Charge   +1
Molecular weight   983.23 g mol⁻¹
Spin multiplicity   1
HOMO-LUMO gap   6.417 eV
HOMO   -11.83 eV
Largest force on an atom   10.322 eV/Å
Energy above the lowest of the compared OMol25 structures with the same formula, charge and spin   168.4 kcal/mol

Geometry (Å):
C 0.245 10.021 -1.442
C 0.669 8.826 -2.532
C -0.714 8.126 -3.072
O -0.702 7.729 -4.486
S 0.603 6.674 -4.848
C 0.603 5.145 -3.760
C 2.295 4.690 -3.428
C 2.915 5.320 -1.934
O 3.323 5.868 -3.430
C 0.269 6.219 -6.675
O -0.515 7.076 -7.386
N 0.834 5.005 -7.372
C 2.248 5.204 -7.867
O 2.840 6.414 -7.787
F 3.027 4.074 -8.491
H 1.120 10.101 -0.634
H -0.719 9.737 -0.839
H 0.174 11.034 -2.027
H 1.359 9.261 -3.390
H 1.249 8.024 -1.881
H -1.560 8.963 -2.978
H -1.077 7.261 -2.332
H 0.099 5.278 -2.712
H 0.256 4.206 -4.365
H 2.664 3.542 -3.771
H 3.961 4.944 -1.537
H 2.721 6.436 -1.645
H 0.704 4.121 -6.835
O 4.518 0.754 -1.875
S 3.750 0.203 -2.971
O 2.411 0.658 -3.278
O 3.734 -1.421 -2.843
C 3.290 -2.004 -1.626
C 1.777 -1.977 -1.516
C 4.726 0.299 -4.451
H 3.759 -1.514 -0.766
H 3.629 -3.046 -1.628
H 1.409 -0.951 -1.417
H 1.442 -2.542 -0.642
H 1.316 -2.400 -2.414
H 5.725 -0.089 -4.242
H 4.787 1.349 -4.747
H 4.238 -0.281 -5.235
O -2.499 0.279 0.536
S -1.266 -0.251 1.077
O -0.852 -1.620 0.851
O -1.216 0.052 2.677
C -2.301 -0.377 3.487
C -2.231 -1.867 3.764
C 0.067 0.821 0.605
H -3.259 -0.103 3.032
H -2.227 0.166 4.436
H -2.396 -2.444 2.849
H -2.993 -2.162 4.491
H -1.244 -2.145 4.148
H -0.216 1.854 0.819
H 0.239 0.694 -0.466
H 0.962 0.539 1.162
O -6.006 1.998 2.360
S -6.197 2.307 0.960
O -6.391 3.663 0.491
O -7.394 1.373 0.368
C -8.655 1.386 1.023
C -9.448 2.631 0.674
C -4.869 1.580 0.032
H -8.532 1.285 2.107
H -9.204 0.504 0.677
H -8.976 3.527 1.088
H -10.463 2.569 1.077
H -9.502 2.766 -0.411
H -4.748 0.540 0.343
H -3.959 2.144 0.247
H -5.104 1.644 -1.031
O 1.085 -5.535 -0.290
S 0.971 -5.974 1.085
O 1.355 -5.129 2.196
O 1.710 -7.417 1.245
C 3.062 -7.539 0.829
C 4.012 -6.936 1.847
C -0.688 -6.541 1.362
H 3.207 -7.094 -0.161
H 3.273 -8.610 0.735
H 3.894 -5.850 1.898
H 5.051 -7.151 1.582
H 3.810 -7.331 2.848
H -0.970 -7.219 0.554
H -1.347 -5.670 1.367
H -0.733 -7.046 2.328
O -5.709 0.967 7.852
S -6.436 -0.031 7.098
O -5.889 -0.646 5.907
O -7.923 0.541 6.754
C -8.035 1.794 6.095
C -7.736 1.669 4.613
C -6.945 -1.321 8.207
H -7.389 2.542 6.568
H -9.068 2.133 6.224
H -6.684 1.424 4.443
H -7.952 2.608 4.094
H -8.332 0.868 4.163
H -7.406 -0.868 9.088
H -6.057 -1.886 8.497
H -7.650 -1.974 7.691
O 8.488 -5.808 0.912
S 8.039 -6.351 -0.352
O 7.003 -7.359 -0.432
O 9.334 -6.863 -1.199
C 10.226 -7.784 -0.589
C 9.660 -9.192 -0.595
C 7.593 -5.005 -1.421
H 10.482 -7.464 0.427
H 11.152 -7.769 -1.174
H 8.785 -9.266 0.058
H 10.406 -9.911 -0.243
H 9.337 -9.476 -1.601
H 8.392 -4.262 -1.406
H 6.667 -4.567 -1.043
H 7.437 -5.391 -2.430